## A
{"formula": "C4H4O2", "method": "ωB97M-V/def2-TZVPD", "elements": ["O", "O", "C", "C", "C", "C", "H", "H", "H", "H"], "xyz": [[2.47, -0.66, -0.43], [-2.89, 0.62, -0.06], [-2.08, 1.15, 0.66], [-0.69, 0.78, 0.53], [1.11, -0.96, -0.35], [0.25, 0.08, 0.23], [2.55, 0.15, -0.95], [0.66, -1.18, -1.33], [-2.38, 1.87, 1.43], [1.00, -1.86, 0.27]], "mulliken_charge": [-0.494, -0.412, -0.115, 0.156, -0.429, 0.155, 0.319, 0.249, 0.304, 0.267], "homo_energy_ha": -0.38312, "homo_lumo_gap_ev": 10.43, "smiles": "O=CC#CCO", "charge": 0}

---

## B
{"formula": "C4H4O2", "method": "ωB97M-V/def2-TZVPD", "elements": ["O", "O", "C", "C", "C", "C", "H", "H", "H", "H"], "xyz": [[-1.03, 1.25, -0.67], [1.52, 1.70, -0.37], [1.10, 0.41, -0.04], [-0.42, 0.31, -0.19], [-1.09, -0.90, 0.24], [-1.63, -1.92, 0.60], [1.57, -0.30, -0.73], [0.74, 2.12, -0.76], [-2.12, -2.81, 0.92], [1.37, 0.14, 1.00]], "mulliken_charge": [-0.552, -0.519, -0.455, 0.306, -0.465, 0.355, 0.251, 0.391, 0.409, 0.280], "homo_energy_ha": -0.39300, "homo_lumo_gap_ev": 10.60, "smiles": "C#CC(=O)CO", "charge": 0}

---

## C
{"formula": "C4H4O2", "method": "ωB97M-V/def2-TZVPD", "elements": ["O", "O", "C", "C", "C", "C", "H", "H", "H", "H"], "xyz": [[2.59, -1.65, -1.08], [2.19, -0.76, 0.98], [-2.02, -0.83, -0.20], [-0.46, 1.28, 0.14], [2.39, -1.22, -0.05], [-1.29, 0.11, -0.05], [0.47, 1.00, 0.62], [-0.98, 2.00, 0.77], [-0.25, 1.75, -0.82], [-2.63, -1.67, -0.31]], "mulliken_charge": [-0.344, -0.365, 0.013, -1.089, 0.704, -0.113, 0.220, 0.286, 0.285, 0.404], "homo_energy_ha": -0.37059, "homo_lumo_gap_ev": 10.66, "smiles": "O=C=O.C#CC", "charge": 0}

---

Q: Which of them is the least stable? A: A.

---

## A
{"formula": "C4H4O2", "method": "ωB97M-V/def2-TZVPD", "elements": ["O", "O", "C", "C", "C", "C", "H", "H", "H", "H"], "xyz": [[-2.15, -0.27, 1.11], [2.96, 0.58, 0.21], [-1.53, 0.47, 0.09], [-0.22, -0.04, -0.33], [0.94, -0.28, -0.53], [2.40, -0.28, -0.43], [2.96, -1.07, -0.95], [-1.83, -1.18, 1.09], [-2.20, 0.61, -0.77], [-1.32, 1.47, 0.50]], "mulliken_charge": [-0.499, -0.403, -0.271, 0.052, 0.138, -0.103, 0.286, 0.320, 0.248, 0.232], "homo_energy_ha": -0.38255, "homo_lumo_gap_ev": 10.28, "smiles": "O=CC#CCO", "charge": 0}

---

## B
{"formula": "C4H4O2", "method": "ωB97M-V/def2-TZVPD", "elements": ["O", "O", "C", "C", "C", "C", "H", "H", "H", "H"], "xyz": [[2.12, -0.69, -0.78], [-2.25, 0.58, 0.60], [-1.56, 0.17, 1.51], [0.20, -0.39, 0.18], [0.76, -0.46, -1.14], [-0.12, -0.10, 1.32], [2.38, 0.10, -0.29], [0.31, -1.27, -1.74], [0.56, 0.48, -1.68], [-1.95, -0.10, 2.50]], "mulliken_charge": [-0.473, -0.459, 0.169, 0.199, -0.281, -0.302, 0.329, 0.269, 0.180, 0.369], "homo_energy_ha": -0.36739, "homo_lumo_gap_ev": 10.28, "smiles": "O=CC#CCO", "charge": 0}

---

## C
{"formula": "C4H4O2", "method": "ωB97M-V/def2-TZVPD", "elements": ["O", "O", "C", "C", "C", "C", "H", "H", "H", "H"], "xyz": [[1.32, -0.64, -0.89], [0.02, 1.53, -1.56], [-0.49, -0.78, 0.66], [-1.43, -1.44, 1.04], [0.10, 1.34, -0.38], [0.65, 0.00, 0.15], [-2.26, -2.03, 1.36], [-0.23, 2.09, 0.36], [0.97, -0.24, -1.70], [1.35, 0.20, 0.97]], "mulliken_charge": [-0.542, -0.482, -0.673, 0.217, 0.089, -0.001, 0.411, 0.369, 0.370, 0.244], "homo_energy_ha": -0.38016, "homo_lumo_gap_ev": 10.97, "smiles": "C#C[C@@H](O)C=O", "charge": 0}

---

Q: Which of them is the least stable? A: B.

---

## A
{"formula": "C4H4O2", "method": "ωB97M-V/def2-TZVPD", "elements": ["O", "O", "C", "C", "C", "C", "H", "H", "H", "H"], "xyz": [[0.83, 1.16, 0.08], [1.70, -0.58, 1.27], [-0.48, -0.58, 0.17], [0.78, -0.05, 0.49], [-0.99, 0.16, -1.06], [-0.87, 1.02, 0.13], [-0.98, -1.40, 0.68], [2.36, 0.11, 1.46], [-2.02, -0.09, -1.30], [-0.32, 0.25, -1.91]], "mulliken_charge": [-0.367, -0.447, -0.323, 0.632, -0.171, -0.473, 0.330, 0.356, 0.270, 0.193], "homo_energy_ha": -0.33236, "homo_lumo_gap_ev": 9.64, "charge": 0}

---

## B
{"formula": "C4H4O2", "method": "ωB97M-V/def2-TZVPD", "elements": ["O", "O", "C", "C", "C", "C", "H", "H", "H", "H"], "xyz": [[-0.52, -1.65, -2.65], [-1.10, 0.31, -3.61], [0.01, 0.68, 0.15], [-0.79, -0.37, -2.71], [-0.18, -0.29, -0.96], [-0.06, -1.58, -1.26], [0.42, -2.55, -0.98], [0.84, 0.54, 1.00], [-0.97, 0.61, 0.57], [0.15, 1.66, -0.16]], "mulliken_charge": [-0.283, -0.435, -0.994, 0.601, 0.140, -0.184, 0.293, 0.263, 0.265, 0.333], "homo_energy_ha": -0.35624, "homo_lumo_gap_ev": 10.60, "charge": 0}

---

## C
{"formula": "C4H4O2", "method": "ωB97M-V/def2-TZVPD", "elements": ["O", "O", "C", "C", "C", "C", "H", "H", "H", "H"], "xyz": [[0.85, -2.05, 1.51], [0.92, -0.42, -0.08], [1.39, -1.53, 0.59], [-0.26, 0.07, 0.33], [-0.95, 1.04, -0.34], [-0.42, 1.66, -1.51], [2.32, -1.85, 0.11], [-1.93, 1.23, 0.10], [-1.26, 2.26, -1.94], [-0.65, -0.41, 1.22]], "mulliken_charge": [-0.446, -0.205, 0.197, 0.020, -0.126, -0.639, 0.375, 0.285, 0.177, 0.362], "homo_energy_ha": [-0.31166, -0.30986], "homo_lumo_gap_ev": [7.37, 7.33], "charge": 0}

---

## D
{"formula": "C4H4O2", "method": "ωB97M-V/def2-TZVPD", "elements": ["O", "O", "C", "C", "C", "C", "H", "H", "H", "H"], "xyz": [[0.54, -0.60, -0.39], [-2.04, -0.79, -0.25], [2.62, -0.12, 0.93], [-1.46, 0.44, -0.52], [-0.01, 0.58, -0.79], [1.70, -0.39, 0.21], [3.42, 0.15, 1.59], [-1.33, -1.39, 0.04], [-2.06, 1.01, -1.22], [-1.39, 1.10, 0.40]], "mulliken_charge": [-0.271, -0.511, -0.050, 0.024, -0.507, -0.015, 0.383, 0.354, 0.368, 0.227], "homo_energy_ha": -0.35064, "homo_lumo_gap_ev": 9.62, "charge": 0}

---

Q: Which of them is the least stable? A: D.

---

## A
{"formula": "C4H4O2", "method": "ωB97M-V/def2-TZVPD", "elements": ["O", "O", "C", "C", "C", "C", "H", "H", "H", "H"], "xyz": [[0.15, -1.55, 0.48], [-2.49, -3.54, -0.83], [-1.96, -1.06, -0.92], [-0.88, -1.65, -0.31], [0.78, 0.03, 0.48], [-1.92, -2.50, -0.81], [-2.50, -0.13, -1.17], [0.11, 0.77, 1.01], [0.73, 0.35, -0.50], [1.78, -0.08, 0.62]], "mulliken_charge": [-0.426, -0.562, -0.299, 0.314, -0.688, 0.370, 0.305, 0.300, 0.333, 0.352], "homo_energy_ha": -0.33208, "homo_lumo_gap_ev": 9.52, "smiles": "COc1cc1=O", "charge": 0}

---

## B
{"formula": "C4H4O2", "method": "ωB97M-V/def2-TZVPD", "elements": ["O", "O", "C", "C", "C", "C", "H", "H", "H", "H"], "xyz": [[-0.11, -0.99, 1.21], [-1.93, 0.34, 1.69], [-0.10, 0.76, 0.00], [0.78, -0.36, 0.30], [0.17, -0.26, -1.09], [-0.94, 0.10, 1.06], [1.85, -0.57, 0.24], [0.09, 1.82, -0.12], [-0.59, -0.98, -1.38], [0.78, 0.13, -1.92]], "mulliken_charge": [-0.361, -0.525, -0.213, -0.013, -0.602, 0.489, 0.379, 0.344, 0.228, 0.275], "homo_energy_ha": -0.37890, "homo_lumo_gap_ev": 11.23, "charge": 0}

---

## C
{"formula": "C4H4O2", "method": "ωB97M-V/def2-TZVPD", "elements": ["O", "O", "C", "C", "C", "C", "H", "H", "H", "H"], "xyz": [[-1.68, -0.86, 1.47], [-0.41, 0.90, -1.16], [-0.31, 0.77, 0.25], [0.12, -1.69, 0.43], [-0.73, -0.58, 0.75], [0.87, 0.72, -0.61], [-0.15, -2.19, -0.51], [1.57, 1.54, -0.67], [1.31, -0.27, -0.79], [-0.59, 1.66, 0.83]], "mulliken_charge": [-0.544, -0.361, 0.134, -0.524, 0.566, -0.407, 0.285, 0.261, 0.196, 0.394], "homo_energy_ha": -0.36364, "homo_lumo_gap_ev": 8.53, "charge": 0}

---

## D
{"formula": "C4H4O2", "method": "ωB97M-V/def2-TZVPD", "elements": ["O", "O", "C", "C", "C", "C", "H", "H", "H", "H"], "xyz": [[-0.46, 2.27, -0.23], [0.92, -0.53, -1.24], [-0.19, 1.11, -0.10], [-1.03, -0.15, 0.15], [1.09, 0.25, -0.05], [0.25, -0.96, -0.06], [-1.97, -0.38, -0.35], [0.47, -1.97, 0.27], [-1.16, -0.03, 1.23], [2.07, 0.40, 0.38]], "mulliken_charge": [-0.537, -0.390, 0.226, -0.375, -0.103, -0.154, 0.323, 0.400, 0.213, 0.397], "homo_energy_ha": -0.35713, "homo_lumo_gap_ev": 10.63, "smiles": "O=C1C[C@H]2O[C@@H]12", "charge": 0}

---

Q: Which of them is the least stable? A: C.

---

## A
{"formula": "C4H4O2", "method": "ωB97M-V/def2-TZVPD", "elements": ["O", "O", "C", "C", "C", "C", "H", "H", "H", "H"], "xyz": [[0.96, -0.11, -2.14], [1.51, 0.72, 0.36], [-0.54, 0.16, 1.32], [-0.09, -0.09, -1.22], [-1.20, 0.08, 2.33], [0.38, 0.28, 0.18], [-1.79, -0.01, 3.22], [-0.87, 0.63, -1.52], [1.70, 0.41, -1.76], [-0.56, -1.09, -1.22]], "mulliken_charge": [-0.512, -0.516, -0.441, -0.448, 0.244, 0.386, 0.393, 0.243, 0.363, 0.288], "homo_energy_ha": -0.39342, "homo_lumo_gap_ev": 10.71, "smiles": "C#CC(=O)CO", "charge": 0}

---

## B
{"formula": "C4H4O2", "method": "ωB97M-V/def2-TZVPD", "elements": ["O", "O", "C", "C", "C", "C", "H", "H", "H", "H"], "xyz": [[1.80, -0.79, 2.04], [-1.81, 1.61, -1.53], [-0.15, -0.08, -0.86], [0.87, -0.57, -0.15], [-1.33, 0.81, -0.62], [0.82, -0.45, 1.31], [-0.16, -0.33, -1.89], [1.80, -1.07, -0.52], [-0.14, 0.09, 1.72], [-1.70, 0.78, 0.50]], "mulliken_charge": [-0.498, -0.460, -0.242, 0.127, -0.068, 0.052, 0.367, 0.326, 0.200, 0.195], "homo_energy_ha": -0.38491, "homo_lumo_gap_ev": 9.03, "smiles": "O=C/C=C\\C=O", "charge": 0}

---

## C
{"formula": "C4H4O2", "method": "ωB97M-V/def2-TZVPD", "elements": ["O", "O", "C", "C", "C", "C", "H", "H", "H", "H"], "xyz": [[2.06, -1.16, -0.03], [-1.69, -1.39, -0.31], [0.41, 1.45, -0.27], [-1.32, -0.25, 0.24], [0.80, -1.16, 0.08], [0.03, 0.08, 0.33], [-1.96, 0.72, 0.47], [1.47, 1.66, -0.46], [0.48, -2.13, -0.02], [-0.27, 2.19, -0.04]], "mulliken_charge": [-0.510, -0.512, -0.628, 0.105, -0.116, 0.335, 0.200, 0.300, 0.503, 0.323], "homo_energy_ha": -0.36090, "homo_lumo_gap_ev": 8.04, "smiles": "C=C(C=O)C=O", "charge": 0}

---

## D
{"formula": "C4H4O2", "method": "ωB97M-V/def2-TZVPD", "elements": ["O", "O", "C", "C", "C", "C", "H", "H", "H", "H"], "xyz": [[-2.08, -0.16, 1.48], [1.56, 1.33, -0.65], [-1.13, 0.01, 0.85], [-0.17, -0.29, -0.16], [0.52, -1.44, -0.22], [0.34, 1.14, -0.47], [-0.30, 1.48, 0.69], [1.47, -1.43, -0.74], [0.20, -2.34, 0.28], [-0.40, 1.71, -1.06]], "mulliken_charge": [-0.278, -0.579, 0.330, 0.368, -0.709, -0.080, 0.051, 0.286, 0.279, 0.332], "homo_energy_ha": [-0.33179, -0.33175], "homo_lumo_gap_ev": [8.08, 8.08], "charge": 0}

---

Q: Which of them is the least stable? A: D.

---

## A
{"formula": "C4H4O2", "method": "ωB97M-V/def2-TZVPD", "elements": ["O", "O", "C", "C", "C", "C", "H", "H", "H", "H"], "xyz": [[-0.61, -1.02, -1.10], [1.15, 0.87, -1.52], [1.30, 0.15, -0.32], [-1.00, -0.46, 0.93], [-0.02, -0.61, -0.12], [-1.98, -0.17, 1.56], [0.23, 0.78, -1.79], [-2.75, 0.10, 2.24], [2.19, -0.49, -0.42], [1.48, 0.83, 0.53]], "mulliken_charge": [-0.473, -0.472, -0.249, -0.446, 0.294, 0.097, 0.327, 0.429, 0.241, 0.251], "homo_energy_ha": -0.38029, "homo_lumo_gap_ev": 10.10, "smiles": "C#CC(=O)CO", "charge": 0}

---

## B
{"formula": "C4H4O2", "method": "ωB97M-V/def2-TZVPD", "elements": ["O", "O", "C", "C", "C", "C", "H", "H", "H", "H"], "xyz": [[-0.22, 0.39, -2.04], [1.17, -0.28, -0.42], [0.89, 0.26, -1.58], [-0.91, 0.94, 2.00], [-0.07, -0.80, 0.26], [-0.46, -0.04, 1.44], [-1.52, 1.64, 2.46], [0.12, -1.92, 0.47], [1.83, 0.48, -1.99], [-0.84, -0.67, -0.59]], "mulliken_charge": [-0.540, -0.290, 0.209, -0.029, -0.237, -0.443, 0.401, 0.252, 0.387, 0.290], "homo_energy_ha": -0.37582, "homo_lumo_gap_ev": 11.10, "smiles": "C#CCOC=O", "charge": 0}

---

Q: Which of them is the least stable? A: A.